Formula: C16H32AlBCl3N4O12Pb
Source: the OMol25 dataset
Level of theory: ωB97M-V with the def2-TZVPD basis set

Geometry as ORCA input:
```
! wB97M-V def2-TZVPD RIJCOSX def2/J DEFGRID3
* xyz 1 1
Pb 1.03138 0.14143 5.68745
Al -2.72693 6.28716 0.66316
Cl -3.90218 3.22242 7.89792
O -4.86056 3.32690 8.95150
O -2.67407 2.83989 8.52172
O -4.22851 2.15260 6.97242
O -3.71718 4.41014 7.12622
Cl 3.76174 6.64359 4.80360
O 3.79811 5.18719 4.72064
O 3.06379 7.17126 3.66640
O 3.17273 7.02547 6.02518
O 5.15075 7.08903 4.78733
Cl -0.50950 -5.87401 3.94332
O 0.86387 -5.73251 4.30799
O -1.01952 -6.75627 4.88547
O -1.00225 -4.58422 4.13415
O -0.69050 -6.30708 2.54863
B -0.28430 1.87773 2.08214
H -1.07783 1.23865 2.43727
H -0.27411 2.71710 2.76006
H 0.67955 1.39746 2.14974
H -0.61968 2.17867 1.10172
C 6.66299 5.97515 -1.76427
C 6.48123 5.11988 -3.06393
C 5.84907 3.75133 -2.90306
C 4.47044 4.07311 -2.61163
N 3.33063 4.30528 -2.45844
H 5.81237 5.94035 -1.08357
H 6.91550 7.00894 -2.00010
H 7.55068 5.64489 -1.22482
H 7.43727 5.05895 -3.58393
H 5.86011 5.77068 -3.67937
H 6.10979 3.06587 -2.09667
H 5.98756 3.20683 -3.83711
C -8.63365 -1.42825 -1.51485
C -8.84659 -1.78238 -0.05150
C -7.58450 -1.50826 0.75619
C -7.05612 -0.13152 0.75618
N -6.76157 0.98271 0.78787
H -8.24409 -2.37463 -1.88997
H -7.94895 -0.62973 -1.80059
H -9.58599 -1.38614 -2.04340
H -9.24627 -2.78393 0.10735
H -9.55930 -1.04373 0.31530
H -6.87789 -2.24839 0.38068
H -7.89741 -1.75327 1.77117
C 3.93854 -4.18377 -0.94451
C 5.25641 -4.85587 -0.39060
C 6.07203 -3.87727 0.41713
C 5.24153 -3.21029 1.47293
N 4.63654 -2.62289 2.32531
H 4.10509 -3.33220 -1.60420
H 3.45189 -3.72707 -0.08271
H 3.22226 -4.85907 -1.41252
H 5.96894 -5.19991 -1.14030
H 5.02414 -5.85720 -0.02798
H 6.54732 -3.06837 -0.13775
H 6.88626 -4.44407 0.86863
C -1.79593 -2.16922 -6.87581
C -2.65709 -3.07246 -5.92867
C -2.59501 -2.77079 -4.40876
C -2.80968 -1.35960 -4.15230
N -2.89088 -0.22571 -3.99355
H -0.90120 -1.87247 -6.32854
H -2.27509 -1.26721 -7.25644
H -1.65333 -2.65405 -7.84158
H -2.18623 -4.04948 -6.03743
H -3.65164 -3.32269 -6.29792
H -1.76798 -3.09804 -3.77865
H -3.32671 -3.38644 -3.88561
*
```

## Properties
E_HOMO	-11.291	eV
LUMO	-10.05	eV
energy above the lowest of the compared OMol25 structures with the same formula, charge and spin	333.1	kcal/mol
maximum force	5.4	eV Å⁻¹

---

Formula: C16H32AsCaF6N5O6
Source: the OMol25 dataset
Level of theory: ωB97M-V with the def2-TZVPD basis set

Geometry as ORCA input:
```
! wB97M-V def2-TZVPD RIJCOSX def2/J DEFGRID3
* xyz 1 2
Ca -0.60377 -0.14976 0.59568
O -2.70796 -1.15508 1.09903
C -3.32888 -1.03084 2.37246
C -3.99765 0.33074 2.58951
N -3.12370 1.49140 2.75027
C -2.19755 1.56897 3.82345
C -0.66693 1.31376 3.34755
O 0.12579 2.20804 3.55655
O -0.52409 0.18132 2.82464
C -3.15498 2.51925 1.75543
C -2.39580 1.96331 0.46790
O -3.05791 1.32364 -0.34134
O -1.15089 2.13010 0.52620
H -3.36409 -1.05184 0.39686
H -2.55376 -1.22541 3.11077
H -4.11180 -1.78439 2.47986
H -4.59065 0.26174 3.50759
H -4.67005 0.55517 1.76229
H -2.43710 0.80692 4.56236
H -2.22370 2.57026 4.25090
H -2.64035 3.39786 2.13316
H -4.18946 2.72096 1.47820
N 4.51752 1.34911 1.37686
C 4.10408 -0.08864 1.13011
C 2.89806 -0.09644 0.20985
N 1.81241 0.71475 0.75450
C 2.20468 2.10442 0.95628
C 3.38238 2.19840 1.90999
H 4.83724 1.75096 0.49327
H 5.31005 1.37875 2.01814
H 3.84284 -0.51170 2.09917
H 4.96886 -0.61029 0.72422
H 2.57405 -1.12918 0.08996
H 3.15196 0.29129 -0.78206
H 1.57855 0.34365 1.67616
H 1.36690 2.65343 1.38594
H 2.44011 2.55312 -0.01351
H 3.11865 1.78473 2.88386
H 3.76468 3.20961 2.03727
F 0.35844 -2.18759 0.78742
As 1.21994 -3.22259 2.02738
F -0.08932 -2.90381 3.09479
F 1.96859 -1.70908 2.54092
F 2.10960 -4.11486 3.17025
F 2.48153 -3.35922 0.83874
F 0.41104 -4.57821 1.37160
C 0.23851 -2.92334 -2.51748
N -0.01998 -1.77719 -3.37475
C 0.18342 -1.95315 -4.80616
C -0.78116 -1.06844 -5.56553
C -0.56067 0.36756 -5.14153
N -0.50629 0.48041 -3.68773
C -0.77284 1.80464 -3.15335
C -0.31613 -0.56902 -2.85216
O -0.41226 -0.40625 -1.61488
H -0.34833 -3.77417 -2.86459
H -0.02834 -2.69665 -1.49201
H 1.29638 -3.19566 -2.54430
H 0.02160 -3.00568 -5.03560
H 1.22005 -1.71683 -5.07372
H -1.80390 -1.37248 -5.33369
H -0.63763 -1.16811 -6.64063
H -1.37586 1.00323 -5.49272
H 0.36585 0.76269 -5.57246
H -1.80529 2.09773 -3.35630
H -0.10505 2.52512 -3.63123
H -0.61964 1.81883 -2.07959
*
```

## Properties
E_HOMO (alpha / beta)	-11.407 / -11.407	eV
LUMO (alpha / beta)	-2.68 / -5.25	eV
expectation value of S²	0.76
maximum force	0.8	eV Å⁻¹

---

Which of these has the highest maximum force? C16H32AlBCl3N4O12Pb